1.
ORCA calculation (ωB97M-V/def2-TZVPD) on a cluster of 2 separate species, C5H12O in total.

The geometry in XYZ format:
```
18
C5H12O | the Open Molecules 2025 dataset | ωB97M-V/def2-TZVPD
O -0.514 -0.029 -1.194
C 0.232 -0.423 -0.206
C -1.739 0.442 -1.106
C 2.612 -0.440 0.582
C 1.627 -0.853 -0.514
C -2.555 0.109 0.088
H -2.611 -0.986 0.232
H -3.570 0.496 -0.030
H 2.675 0.650 0.662
H -0.054 1.801 0.288
H 2.299 -0.827 1.559
H 1.920 -0.412 -1.473
H 1.678 -1.946 -0.644
H -0.659 2.019 -0.130
H -2.140 0.526 1.018
H -0.232 -0.594 0.760
H -2.166 0.643 -2.079
H 3.614 -0.832 0.377
```

Summary:
orbital gap (alpha / beta): 8.2 / 8.1 eV

Löwdin population analysis, charges in e, atoms 1 to 2: -0.089 -0.207

2.
ORCA calculation (ωB97M-V/def2-TZVPD) on a structure of composition C21H14AlCl3N6O7S.

The geometry in XYZ format:
```
53
C21H14AlCl3N6O7S | the Open Molecules 2025 dataset | ωB97M-V/def2-TZVPD
Cl 0.456 3.972 -3.394
Cl 0.119 3.702 1.979
Cl -0.519 8.429 -0.524
S -1.633 -0.386 1.721
Al 0.782 1.114 -0.145
O 0.873 -2.900 -4.360
O -0.615 -1.925 -5.682
O 2.064 0.302 -1.089
O -2.524 0.028 0.659
O -1.995 -0.064 3.063
O 0.504 2.675 -0.795
O 2.655 -0.409 -3.144
N 1.038 -0.552 3.230
N 1.903 0.880 1.542
N -0.976 -6.234 1.240
N -0.414 0.136 -1.588
N -1.672 -0.179 -1.899
N -0.196 0.284 1.316
C -1.713 -0.966 -2.984
C -0.537 -4.017 0.402
C -0.412 -1.149 -3.416
C 3.319 0.199 3.283
C 1.838 -0.182 -2.300
C 0.365 -0.430 -2.496
C 0.278 3.963 -0.702
C -0.021 6.107 -1.821
C -1.087 -4.868 1.369
C -1.908 -2.940 2.570
C 0.072 4.624 0.509
C 3.100 0.890 2.114
C -0.678 -2.650 0.514
C 0.042 -2.058 -4.504
C 2.240 -0.515 3.796
C -1.370 -2.111 1.595
C -1.771 -4.309 2.454
C 0.917 0.161 2.118
C -0.170 5.983 0.576
C 0.221 4.746 -1.862
C -0.214 6.717 -0.596
H -2.194 -4.960 3.211
H 0.002 -4.435 -0.441
H -0.326 6.461 1.532
H 3.873 1.462 1.618
H -0.058 6.679 -2.737
H -1.154 -6.806 2.045
H -2.420 -2.504 3.418
H -1.145 -1.118 -5.674
H -0.299 -6.596 0.593
H -2.643 -1.362 -3.358
H 4.282 0.204 3.769
H 2.346 -1.091 4.709
H -0.243 -2.006 -0.240
H -2.382 0.003 -1.193
```

Summary:
orbital gap: 8.3 eV

Löwdin population analysis, charges in e, atoms 1 to 2: 0.724 0.763

3.
ORCA calculation (ωB97M-V/def2-TZVPD) on a structure of composition C23H22N2O2Ta.

The geometry in XYZ format:
```
50
C23H22N2O2Ta | the Open Molecules 2025 dataset | ωB97M-V/def2-TZVPD
Ta -0.923 0.358 0.435
O -1.694 -1.178 1.263
O -2.079 1.488 -0.510
N 0.201 2.109 0.763
N 0.837 -0.341 1.386
C -0.373 -4.862 2.658
C -2.117 2.751 -1.035
C -0.646 -0.772 -1.615
C -0.181 -2.084 -1.369
C 0.068 -2.560 2.084
C -2.137 5.340 -2.022
C 2.122 -1.366 -1.601
C 3.583 -1.670 -1.609
C 0.322 0.246 -1.874
C -1.062 3.640 -0.681
C -3.153 4.440 -2.337
C -0.032 3.296 0.226
C -3.159 3.135 -1.840
C 1.938 0.654 1.533
C 1.268 1.990 1.807
C -2.166 -3.472 1.768
C 1.672 -0.056 -1.836
C -1.107 4.952 -1.188
C -1.692 -4.694 2.241
C -1.284 -2.423 1.699
C 0.501 -3.803 2.597
C 0.989 -1.503 1.986
C 1.172 -2.366 -1.363
H 1.950 2.837 1.781
H -2.164 6.346 -2.418
H -1.684 -0.624 -1.910
H -3.964 2.450 -2.068
H 0.000 1.224 -2.223
H 0.792 1.973 2.789
H 2.491 0.702 0.595
H 1.501 -3.388 -1.220
H -0.329 5.655 -0.917
H 3.775 -2.733 -1.736
H 2.397 0.717 -2.068
H 1.951 -1.669 2.471
H 4.095 -1.117 -2.396
H 2.621 0.364 2.329
H -3.205 -3.338 1.497
H 4.036 -1.359 -0.660
H 0.641 4.100 0.522
H 1.527 -3.917 2.927
H -0.902 -2.883 -1.235
H -3.968 4.758 -2.976
H -2.379 -5.530 2.308
H -0.046 -5.819 3.041
```

Summary:
charge: +3
orbital gap: 6.4 eV

Löwdin population analysis, charges in e, atoms 1 to 2: 2.009 -0.209

For each record above, in turn, the calculated energy above the lowest of the compared OMol25 structures with the same formula, charge and spin values are 406.4, 45.1, 104.7 kJ/mol.